Record 1
Molecular formula: C25H32N2O5
Method: DFT, the ωB97M-V functional and the def2-TZVPD basis

Structure (ORCA input):
```
! wB97M-V def2-TZVPD RIJCOSX def2/J DEFGRID3
* xyz 0 1
C -0.57 -7.48 -1.60
C -0.10 -6.23 -2.24
N 1.16 -5.98 -2.43
O 1.26 -4.77 -3.03
C 0.03 -4.26 -3.22
C -0.89 -5.15 -2.73
C -2.38 -5.05 -2.72
H -2.79 -5.60 -1.87
H -2.80 -5.49 -3.64
O -2.86 -3.71 -2.73
C -2.61 -2.91 -1.67
C -1.94 -3.30 -0.51
C -1.73 -2.39 0.50
C -2.19 -1.08 0.39
C -2.87 -0.69 -0.77
C -3.07 -1.60 -1.78
H -3.59 -1.32 -2.68
H -3.23 0.32 -0.86
C -1.93 -0.14 1.50
O -1.31 -0.43 2.50
O -2.42 1.08 1.26
C -2.21 2.09 2.24
H -1.63 1.66 3.07
H -3.18 2.42 2.61
C -1.49 3.32 1.67
O -1.96 4.43 1.82
N -0.33 3.11 1.03
C 0.37 1.86 0.82
H 0.48 1.28 1.74
C 1.73 2.29 0.24
C 2.35 1.20 -0.62
H 2.55 0.31 -0.01
H 1.68 0.92 -1.43
H 3.28 1.54 -1.05
C 1.31 3.53 -0.55
C 0.43 4.22 0.48
C 1.31 4.87 1.55
H 0.67 5.35 2.29
H 1.90 5.65 1.06
C 2.26 3.88 2.26
C 1.59 3.33 3.53
H 0.64 2.84 3.31
H 1.39 4.14 4.23
H 2.24 2.61 4.02
C 3.51 4.64 2.72
H 3.24 5.46 3.39
H 4.19 3.98 3.25
H 4.04 5.06 1.87
C 2.71 2.73 1.33
H 2.97 1.86 1.94
H 3.63 3.04 0.82
H -0.26 4.96 0.08
H 2.16 4.15 -0.86
H 0.73 3.26 -1.44
H -0.16 1.24 0.09
H -1.21 -2.68 1.40
H -1.57 -4.31 -0.39
C -0.09 -2.93 -3.85
H -0.13 -2.15 -3.09
H 0.78 -2.74 -4.48
H -1.00 -2.88 -4.45
H 0.28 -8.09 -1.34
H -1.22 -8.03 -2.28
H -1.15 -7.26 -0.70
*
```

Output
SMILES: Cc1noc(C)c1COc1ccc(C(=O)OCC(=O)N2C[C@@]3(C)C[C@@H]2CC(C)(C)C3)cc1
HOMO in hartree: -0.3327
Gap between HOMO and LUMO in eV: 9.5
Relative energy (zero: lowest compared OMol25 entry of this formula, charge and spin) in kJ/mol: 104.89



Record 2
Molecular formula: C5H23N2O7
Method: DFT, the ωB97M-V functional and the def2-TZVPD basis

Structure (ORCA input):
```
! wB97M-V def2-TZVPD RIJCOSX def2/J DEFGRID3
* xyz -1 1
C -2.32 1.02 1.78
O -3.43 0.75 0.93
C -0.94 0.42 1.44
C -0.99 -1.10 1.00
C 0.35 -1.66 1.31
C 0.45 -2.49 2.37
N 1.57 -3.39 2.66
N 1.47 -1.20 0.66
H -2.67 0.48 2.64
H -2.21 2.07 1.99
H -0.32 0.31 2.33
H -0.33 1.02 0.75
H -1.05 -1.14 -0.11
H -1.79 -1.75 1.33
H -0.38 -2.86 2.97
H 2.42 -2.91 2.99
H 1.87 -3.89 1.83
H 2.40 -1.60 0.87
H 1.54 -0.55 -0.15
H 1.70 1.54 0.15
H 2.72 1.63 1.19
O 2.08 2.21 0.76
H 0.54 2.52 -1.45
H 1.97 0.75 -1.78
O 1.09 0.77 -1.40
H 1.21 3.81 -0.72
H -3.15 0.60 0.01
O 0.64 3.49 -1.42
H -1.51 -1.25 -2.30
H -2.63 -0.50 -3.16
O -2.43 -0.88 -2.30
H 0.21 -1.20 -3.12
H 0.59 -0.66 -1.68
O 0.12 -1.45 -2.20
H 0.33 3.15 -3.48
H 0.45 1.69 -2.91
O 0.43 2.23 -3.77
*
```

Output
HOMO in hartree: -0.1740
Gap between HOMO and LUMO in eV: 7.9
Relative energy (zero: lowest compared OMol25 entry of this formula, charge and spin) in kJ/mol: 105.55



Record 3
Molecular formula: C5H6O
Method: DFT, the ωB97M-V functional and the def2-TZVPD basis

Structure (ORCA input):
```
! wB97M-V def2-TZVPD RIJCOSX def2/J DEFGRID3
* xyz 0 1
C 0.60 -1.35 1.01
C 0.85 0.16 0.89
C 0.45 0.64 -0.42
C -0.11 0.92 -1.46
C -1.47 1.16 -1.88
O -2.34 0.33 -1.71
H -0.47 -1.56 1.03
H 1.03 -1.88 0.15
H 1.06 -1.73 1.93
H 1.88 0.44 1.11
H 0.21 0.71 1.60
H -1.69 2.17 -2.25
*
```

Output
SMILES: CCC#CC=O
HOMO in hartree: -0.3703
Gap between HOMO and LUMO in eV: 10.6
Relative energy (zero: lowest compared OMol25 entry of this formula, charge and spin) in kJ/mol: 221.47



Record 4
Molecular formula: C4H6N2O
Method: DFT, the ωB97M-V functional and the def2-TZVPD basis

Structure (ORCA input):
```
! wB97M-V def2-TZVPD RIJCOSX def2/J DEFGRID3
* xyz 0 1
C 0.14 -1.29 0.10
C 0.12 1.65 -0.07
C -0.93 0.75 0.42
C -0.88 -0.43 -0.50
H 0.48 -2.15 -0.51
H -0.05 -1.57 1.13
H 2.16 -0.80 -0.04
H 0.16 2.73 -0.31
H -0.83 0.53 1.49
H -0.74 -0.25 -1.55
N 1.26 -0.32 0.10
N 1.23 0.99 -0.19
O -2.12 0.15 -0.07
*
```

Output
SMILES: C1=NNC[C@H]2O[C@H]12
HOMO in hartree: -0.3141
Gap between HOMO and LUMO in eV: 9.6
Relative energy (zero: lowest compared OMol25 entry of this formula, charge and spin) in kJ/mol: 505.11



Record 5
Molecular formula: C4H12N2O
Method: DFT, the ωB97M-V functional and the def2-TZVPD basis

Structure (ORCA input):
```
! wB97M-V def2-TZVPD RIJCOSX def2/J DEFGRID3
* xyz 0 1
C -0.66 1.52 1.78
N -0.62 1.19 0.33
C 0.12 -0.07 0.20
C 1.52 0.05 -0.47
O 2.08 -1.28 -0.39
C -0.69 -1.16 -0.50
N -1.39 -0.58 -1.59
H 0.34 1.45 2.22
H -1.19 0.82 2.47
H -0.92 2.57 1.88
H -1.58 1.15 0.06
H 0.30 -0.45 1.17
H 2.29 0.63 0.14
H 1.55 0.53 -1.41
H 2.97 -1.45 -0.66
H -1.44 -1.54 0.12
H -0.06 -2.05 -0.85
H -1.70 -1.36 -2.18
H -0.92 0.03 -2.32
*
```

Output
SMILES: CN[C@@H](CN)CO
HOMO in hartree: -0.3301
Gap between HOMO and LUMO in eV: 9.9
Relative energy (zero: lowest compared OMol25 entry of this formula, charge and spin) in kJ/mol: 246.50



Record 6
Molecular formula: C4H6N2
Method: DFT, the ωB97M-V functional and the def2-TZVPD basis

Structure (ORCA input):
```
! wB97M-V def2-TZVPD RIJCOSX def2/J DEFGRID3
* xyz 0 1
C -2.34 0.02 0.18
C 0.02 0.16 -0.15
C -1.06 0.82 0.18
N 2.83 0.39 0.06
C 2.21 -0.68 -0.25
N 0.88 -0.57 -0.60
H -3.20 0.67 0.28
H -2.35 -0.73 0.98
H -2.43 -0.51 -0.78
H -1.01 1.89 0.34
H 3.82 0.21 0.15
H 2.64 -1.67 -0.39
*
```

Output
SMILES: [H]/N=C/N=C=CC
HOMO in hartree: -0.3078
Gap between HOMO and LUMO in eV: 9.3
Relative energy (zero: lowest compared OMol25 entry of this formula, charge and spin) in kJ/mol: 237.26



Record 7
Molecular formula: CH8N3O
Method: DFT, the ωB97M-V functional and the def2-TZVPD basis

Structure (ORCA input):
```
! wB97M-V def2-TZVPD RIJCOSX def2/J DEFGRID3
* xyz 1 1
C -0.14 0.57 0.82
N -1.39 0.17 0.79
N 0.63 0.44 -0.28
N 0.38 1.09 1.94
H -1.79 -0.35 0.00
H -2.00 0.56 1.51
H 0.23 -0.08 -1.06
H 1.65 0.51 -0.19
H 1.32 1.48 1.98
H -0.30 1.30 2.68
O 0.18 -1.71 -2.52
H 0.10 -2.13 -3.41
H 1.12 -1.85 -2.26
*
```

Output
HOMO in hartree: -0.5677
Gap between HOMO and LUMO in eV: 12.2
Relative energy (zero: lowest compared OMol25 entry of this formula, charge and spin) in kJ/mol: 44.92



Record 8
Molecular formula: C9H21N2O
Method: DFT, the ωB97M-V functional and the def2-TZVPD basis

Structure (ORCA input):
```
! wB97M-V def2-TZVPD RIJCOSX def2/J DEFGRID3
* xyz 1 1
C 0.47 -0.10 0.02
C -0.68 -3.36 1.49
C -2.78 1.36 -2.30
C 0.23 3.18 -0.11
C 3.39 -1.38 0.46
C 0.22 -2.17 1.58
C -2.05 1.03 -1.04
C 0.16 2.29 -1.31
C 2.64 -0.18 0.97
N -0.24 -1.00 0.69
N -0.59 1.07 -1.42
O 1.64 0.23 0.07
H -0.08 -4.18 1.68
H -1.53 -3.23 2.16
H -0.91 -3.52 0.44
H -3.82 0.90 -2.10
H -2.80 2.40 -2.53
H -2.40 0.77 -3.15
H -0.78 3.72 0.08
H 0.69 2.87 0.82
H 0.77 4.16 -0.42
H 4.23 -1.26 -0.37
H 3.82 -1.79 1.32
H 2.67 -2.06 0.19
H 0.27 -1.86 2.61
H 1.21 -2.52 1.19
H -2.13 -0.09 -0.78
H -2.29 1.80 -0.32
H 1.24 2.12 -1.53
H -0.17 2.90 -2.22
H 3.17 0.72 1.08
H 2.26 -0.45 1.92
H -1.20 -0.91 0.74
*
```

Output
HOMO (spin up / spin down) in hartree: -0.4750 / -0.4750
Gap between HOMO and LUMO (spin up / spin down) in eV: 9.4 / 9.4
Relative energy (zero: lowest compared OMol25 entry of this formula, charge and spin) in kJ/mol: 453.80



Among the records above, which one has the lowest relative energy (zero: lowest compared OMol25 entry of this formula, charge and spin)? CH8N3O



Which formula does entry 6 have? C4H6N2



The highest relative energy (zero: lowest compared OMol25 entry of this formula, charge and spin) belongs to which entry? C4H6N2O